Density functional theory data (ωB97M-V/def2-TZVPD) for a 11-piece molecular cluster, C56H126F15N6O22 overall at a distorted geometry.

M: 1520.61 g/mol
Net charge: +1
2S+1: 1
HOMO level: -5.91 eV
HOMO-LUMO gap: 2.77 eV

Geometry (Å):
C: -12.106 3.021 3.468
O: -11.893 2.110 4.552
O: -10.949 3.761 3.356
C: -12.782 2.207 2.350
F: -12.881 2.858 1.194
F: -12.026 1.100 2.079
F: -14.013 1.773 2.662
C: -11.863 2.566 5.884
C: -11.949 1.347 6.804
H: -12.144 1.690 7.818
H: -12.813 0.761 6.474
H: -11.074 0.714 6.660
H: -12.699 3.213 6.167
H: -10.941 3.099 6.133
H: -12.889 3.691 3.854
C: -13.653 5.528 -2.638
O: -12.473 4.676 -2.666
O: -14.360 5.353 -3.729
C: -14.359 5.208 -1.299
F: -14.499 3.902 -1.079
F: -13.615 5.659 -0.232
F: -15.533 5.842 -1.160
C: -11.263 5.164 -2.095
C: -10.430 3.926 -1.782
H: -10.552 3.275 -2.648
H: -9.384 4.245 -1.782
H: -10.803 3.467 -0.869
H: -11.333 5.770 -1.185
H: -10.841 5.727 -2.936
H: -13.209 6.539 -2.516
C: -14.428 7.914 5.365
O: -15.373 8.950 5.087
O: -14.139 7.922 6.683
C: -14.711 6.540 4.741
F: -13.778 5.614 5.061
F: -15.866 5.989 5.207
F: -14.895 6.606 3.402
C: -15.668 9.385 3.776
C: -16.684 10.525 3.907
H: -16.102 11.418 4.133
H: -17.126 10.709 2.924
H: -17.506 10.404 4.606
H: -15.970 8.604 3.072
H: -14.729 9.785 3.367
H: -13.564 8.312 4.787
C: -11.215 4.256 13.641
O: -11.004 3.255 12.603
O: -9.993 4.768 13.859
C: -12.359 5.237 13.329
F: -12.415 5.561 12.016
F: -13.606 4.816 13.714
F: -12.216 6.381 14.019
C: -12.137 2.427 12.309
C: -11.543 1.471 11.280
H: -10.884 0.757 11.767
H: -12.377 0.867 10.875
H: -11.134 1.912 10.372
H: -13.041 2.923 11.939
H: -12.409 1.720 13.103
H: -11.517 3.694 14.543
C: -7.108 1.578 9.257
O: -8.129 2.480 9.663
O: -7.065 0.643 10.221
C: -7.234 1.134 7.752
F: -8.416 1.472 7.159
F: -6.311 1.707 6.917
F: -7.083 -0.212 7.639
C: -8.176 3.787 9.149
C: -9.406 4.501 9.699
H: -9.522 5.465 9.199
H: -10.370 3.984 9.643
H: -9.356 4.697 10.773
H: -8.201 3.872 8.053
H: -7.271 4.333 9.443
H: -6.199 2.205 9.345
C: -22.243 0.852 5.594
O: -22.022 2.212 5.863
C: -21.827 3.001 4.716
C: -20.369 2.969 4.290
N: -19.495 3.454 5.441
H: -20.052 4.029 6.071
H: -19.285 2.575 5.910
C: -18.201 4.200 5.033
C: -17.224 3.390 4.186
O: -17.923 3.119 2.985
C: -17.107 2.486 2.007
H: -21.537 0.434 4.867
H: -23.255 0.673 5.217
H: -22.157 0.221 6.477
H: -22.170 4.030 4.855
H: -22.511 2.651 3.935
H: -20.180 3.593 3.421
H: -20.008 1.963 4.095
H: -17.746 4.638 5.922
H: -18.636 5.038 4.488
H: -17.147 2.404 4.670
H: -16.244 3.862 4.140
H: -16.919 1.453 2.306
H: -16.208 3.072 1.795
H: -17.536 2.526 1.004
C: -6.832 -4.430 12.970
O: -7.481 -3.803 11.893
C: -6.634 -3.156 11.010
C: -7.393 -2.558 9.849
N: -8.210 -3.641 9.157
H: -7.609 -4.458 9.049
H: -9.020 -3.993 9.668
C: -8.721 -3.184 7.818
C: -9.719 -2.027 7.909
O: -10.808 -2.216 8.766
C: -11.838 -3.025 8.223
H: -6.415 -3.642 13.606
H: -6.007 -5.116 12.754
H: -7.511 -5.000 13.601
H: -5.845 -3.799 10.578
H: -5.997 -2.391 11.470
H: -6.765 -2.055 9.121
H: -8.175 -1.908 10.244
H: -9.252 -4.067 7.444
H: -7.853 -3.111 7.167
H: -10.024 -1.615 6.943
H: -9.111 -1.209 8.308
H: -12.598 -3.239 8.969
H: -11.392 -3.989 7.948
H: -12.233 -2.534 7.329
C: -12.984 -4.096 -2.250
O: -14.373 -4.113 -1.930
C: -14.909 -5.418 -1.819
C: -16.064 -5.269 -0.842
N: -15.609 -4.599 0.434
H: -14.885 -5.185 0.852
H: -15.071 -3.779 0.124
C: -16.672 -4.100 1.395
C: -16.064 -3.412 2.583
O: -15.372 -2.257 2.171
C: -15.234 -1.264 3.175
H: -12.732 -4.786 -3.061
H: -12.428 -4.394 -1.357
H: -12.647 -3.128 -2.610
H: -14.190 -6.176 -1.495
H: -15.305 -5.689 -2.800
H: -16.596 -6.209 -0.687
H: -16.849 -4.634 -1.251
H: -17.098 -5.029 1.777
H: -17.420 -3.546 0.838
H: -15.384 -4.068 3.139
H: -16.871 -3.233 3.302
H: -14.581 -1.574 3.997
H: -16.189 -1.064 3.677
H: -14.874 -0.360 2.697
C: -18.425 7.738 6.147
O: -17.527 7.071 7.026
C: -17.678 7.463 8.347
C: -16.918 6.531 9.264
N: -15.428 6.571 8.941
H: -15.194 6.563 7.928
H: -15.062 7.420 9.366
C: -14.621 5.500 9.658
C: -14.545 4.271 8.792
O: -15.815 3.896 8.281
C: -15.719 2.774 7.475
H: -19.425 7.326 6.327
H: -18.208 7.589 5.091
H: -18.502 8.818 6.282
H: -18.726 7.553 8.666
H: -17.287 8.491 8.380
H: -17.214 5.487 9.231
H: -17.011 6.884 10.290
H: -15.104 5.303 10.614
H: -13.649 5.953 9.834
H: -14.075 3.455 9.357
H: -13.828 4.359 7.966
H: -15.346 2.934 6.456
H: -16.710 2.330 7.315
H: -15.182 1.907 7.879
C: -12.354 10.221 1.366
O: -11.990 9.133 2.217
C: -11.671 7.982 1.459
C: -11.600 6.814 2.393
N: -10.470 6.826 3.415
H: -10.551 5.907 3.870
H: -9.546 6.849 2.986
C: -10.472 7.978 4.381
C: -9.541 7.678 5.564
O: -9.792 6.401 6.088
C: -11.120 6.253 6.582
H: -13.178 9.950 0.699
H: -11.522 10.496 0.714
H: -12.719 11.014 2.013
H: -10.720 8.146 0.927
H: -12.356 7.840 0.617
H: -11.485 5.874 1.850
H: -12.493 6.631 2.988
H: -11.514 8.162 4.629
H: -10.128 8.841 3.813
H: -9.716 8.482 6.287
H: -8.485 7.706 5.298
H: -11.139 5.237 6.977
H: -11.838 6.327 5.768
H: -11.395 6.871 7.438
C: -6.935 5.317 5.843
O: -7.062 4.053 5.224
C: -7.509 4.080 3.902
C: -7.736 2.679 3.390
N: -8.620 1.852 4.331
H: -8.311 1.832 5.308
H: -9.378 2.556 4.366
C: -9.088 0.544 3.826
C: -8.167 -0.603 4.202
O: -6.866 -0.297 3.764
C: -5.847 -1.145 4.275
H: -7.702 5.601 6.564
H: -6.788 6.142 5.142
H: -6.059 5.288 6.498
H: -6.784 4.562 3.234
H: -8.443 4.638 3.758
H: -6.884 2.045 3.156
H: -8.363 2.738 2.500
H: -9.295 0.573 2.758
H: -10.065 0.272 4.230
H: -8.437 -1.616 3.875
H: -8.186 -0.743 5.294
H: -6.032 -2.170 3.938
H: -5.783 -1.098 5.364
H: -4.939 -0.772 3.809

Atomic partial charges in e from the Mulliken method, atoms 1 to 5:
1. C 1.343
2. O -0.071
3. O -0.591
4. C 0.178
5. F -0.209